ORCA calculation (the ωB97M-V functional and the def2-TZVPD basis) on a structure of composition C2H13FeN2O.

As for the energy relative to the best compared isomer or geometry (same formula, charge and spin): 255.1 kJ/mol. The charge is -1. Its HOMO energy (spin up / spin down) is 1.140 / -2.357 eV. Its spin multiplicity is 5. Its expectation value of S² is 6.099.

Each line ends with the Löwdin spin population.
Positions of all 19 atoms, in Å:
C1 1.06 -0.89 -1.42  0.042
Fe1 0.24 0.15 -0.01  3.467
N1 -0.77 1.56 1.41  0.035
N2 1.78 1.55 -0.21  0.049
H1 -0.46 0.96 2.19  0.014
H2 -0.04 0.41 -1.56  0.015
H3 0.48 -1.72 -1.88  0.022
H4 1.78 -1.44 -0.76  0.028
H5 1.70 -0.45 -2.24  0.045
H6 2.14 1.58 0.73  0.023
H7 1.49 2.43 -0.58  0.031
H8 2.46 1.11 -0.86  0.020
H9 -0.50 2.54 1.51  0.007
H10 -1.77 1.43 1.29  0.003
C2 -1.94 -1.88 0.46  0.032
O1 -1.14 -0.78 0.59  0.152
H11 -2.55 -1.79 -0.44  0.007
H12 -2.62 -1.96 1.31  0.005
H13 -1.35 -2.81 0.46  0.003

ORCA calculation (the ωB97M-V functional and the def2-TZVPD basis) on a structure of composition C2H13HgN2O.

As for the energy relative to the best compared isomer or geometry (same formula, charge and spin): 0.0 kJ/mol. The charge is -1. Its HOMO energy (spin up / spin down) is -0.649 / -0.650 eV. Its spin multiplicity is 1.

Each line ends with the Löwdin charge.
Positions of all 19 atoms, in Å:
C1 1.90 1.58 -0.36  -0.321
Hg1 0.43 -0.47 0.22  0.718
N1 -1.58 -1.79 -0.25  -0.129
N2 -0.16 0.24 -2.97  -0.033
H1 -2.33 -1.13 -0.02  -0.002
H2 1.86 0.44 -0.50  -0.196
H3 2.35 1.73 0.62  -0.004
H4 0.88 1.95 -0.45  -0.029
H5 2.48 1.87 -1.24  -0.015
H6 -1.14 0.45 -3.13  -0.008
H7 0.12 -0.52 -3.60  -0.004
H8 0.37 1.05 -3.30  -0.006
H9 -1.87 -2.31 -1.06  -0.004
H10 -1.53 -2.44 0.54  0.000
C2 -0.30 -0.10 3.13  -0.414
O1 -0.83 -0.63 1.94  -0.655
H11 -1.13 0.50 3.56  0.033
H12 0.60 0.57 3.13  0.030
H13 -0.12 -0.99 3.76  0.040

ORCA calculation (the ωB97M-V functional and the def2-TZVPD basis) on a cluster of 3 separate species, C2H13N2O2 in total.

As for the energy relative to the best compared isomer or geometry (same formula, charge and spin): 0.0 kJ/mol. The charge is +1. Its HOMO energy is -13.494 eV. Its spin multiplicity is 1.

Each line ends with the Löwdin charge.
Positions of all 19 atoms, in Å:
C1 1.11 1.66 0.20  -0.258
N1 2.15 0.90 -0.44  0.005
C2 0.19 0.72 0.96  -0.132
N2 -0.31 -0.34 0.02  0.160
H1 0.63 2.31 -0.53  0.125
H2 1.50 2.35 0.95  0.126
H3 2.22 1.00 -1.44  0.085
H4 3.06 0.88 -0.01  0.091
H5 -0.65 1.15 1.48  0.130
H6 0.80 0.15 1.66  0.126
H7 -0.49 -1.26 0.47  0.097
H8 -1.11 -0.07 -0.56  0.101
H9 0.49 -0.49 -0.61  0.140
H10 -3.21 0.32 -1.79  0.065
H11 -2.34 -0.04 -3.00  0.071
O1 -2.31 0.10 -2.04  -0.045
H12 -0.97 -3.62 1.08  0.081
H13 -0.12 -2.95 2.20  0.069
O2 -0.63 -2.77 1.41  -0.036

- What is the energy relative to the best compared isomer or geometry (same formula, charge and spin) in the third record?
  0.0 kJ/mol

- Look up the energy relative to the best compared isomer or geometry (same formula, charge and spin) of the first one.
  255.1 kJ/mol